#a
Density functional theory data (the ωB97M-V functional and the def2-TZVPD basis) for a single C11H11NO3 molecule.

Properties
**Gap between HOMO and LUMO**: 8.83 eV
**SMILES string**: O=C1CCC[C@@]23C=CC=C[C@@H]2[C@@]13[N+](=O)[O-]
**Charge**: 0
**LUMO level**: 0.1541 eV

Last column: natural (NBO) charge in e.
Geometry (Å):
O  -0.6554  3.0152  1.5358  -0.4808
C  -0.7379  1.9096  1.1463  0.5932
C  -2.0027  1.1501  1.1129  -0.4994
C  -2.0440  0.3474  -0.2011  -0.3920
C  -1.0605  -0.7538  -0.0189  -0.3823
C  0.3568  -0.3918  0.3425  -0.1014
C  1.2399  -1.4337  0.8278  -0.1522
C  2.6084  -1.3304  0.7209  -0.2108
C  3.2133  -0.2895  -0.0794  -0.2287
C  2.4576  0.6559  -0.6801  -0.1417
C  0.9904  0.6903  -0.5036  -0.2398
C  0.4294  0.9693  0.9662  -0.0492
N  1.4019  1.2439  2.0611  0.5555
O  1.2169  0.6935  3.1006  -0.3735
O  2.2488  2.0502  1.8644  -0.3377
H  -1.9469  0.4447  1.9528  0.2254
H  -2.8668  1.6173  1.2773  0.2266
H  -3.1046  -0.0091  -0.3420  0.2317
H  -1.6427  0.9228  -1.0517  0.2016
H  -1.5015  -1.4415  0.7366  0.2129
H  -1.0724  -1.3448  -0.9991  0.2152
H  0.7106  -2.2545  1.4477  0.2286
H  3.3280  -1.9770  1.0250  0.2145
H  4.3216  -0.5507  -0.3934  0.2241
H  2.8203  1.3942  -1.3880  0.2201
H  0.5956  1.1029  -1.3996  0.2403

#b
Density functional theory data (the ωB97M-V functional and the def2-TZVPD basis) for a single C11H11NO3 molecule.

Properties
**Gap between HOMO and LUMO**: 8.93 eV
**SMILES string**: CCCOc1ccc2c(c1)C(=O)NC2=O
**Charge**: 0
**LUMO level**: -0.4222 eV

Last column: natural (NBO) charge in e.
Geometry (Å):
C  2.2873  -1.1439  0.9249  -0.6278
C  3.0911  -0.4152  -0.2163  -0.4346
C  2.2565  -0.1044  -1.5086  -0.0716
O  1.5267  1.1541  -1.4420  -0.5258
C  0.3413  1.0253  -0.7281  0.3031
C  0.2427  1.7160  0.5590  -0.2472
C  -1.0000  1.5590  1.3138  -0.1600
C  -2.0441  0.7424  0.7491  -0.1688
C  -1.9443  0.0451  -0.5425  -0.1424
C  -0.7268  0.2106  -1.3026  -0.1881
C  -3.2484  -0.7638  -0.8200  0.6928
O  -3.6392  -1.2161  -1.8466  -0.4836
N  -3.8359  -0.8526  0.5161  -0.7262
C  -3.4489  0.3418  1.2778  0.6889
O  -4.1599  0.8277  2.0995  -0.4828
H  2.8916  -1.0742  1.8735  0.2152
H  2.1444  -2.2401  0.7304  0.2102
H  1.2792  -0.7112  1.1217  0.2152
H  3.5452  0.5588  0.1191  0.2155
H  3.9403  -1.0848  -0.5243  0.2145
H  1.6048  -0.9611  -1.8237  0.1799
H  2.9930  0.0402  -2.3466  0.1985
H  1.1104  2.3010  0.9255  0.2444
H  -1.1518  2.0461  2.2972  0.2411
H  -0.6380  -0.2843  -2.2904  0.2354
H  -3.4170  -1.7165  0.8842  0.4041

Most stable structure: #b

#a
Density functional theory data (the ωB97M-V functional and the def2-TZVPD basis) for a single C8H11NO2 molecule.

Properties
**Gap between HOMO and LUMO**: 8.72 eV
**SMILES string**: OC(O)=C1CC=C2N[C@@H]2CC1
**Charge**: 0
**LUMO level**: 0.6378 eV

Last column: natural (NBO) charge in e.
Geometry (Å):
O  1.8996  2.5588  -0.3332  -0.7022
C  1.3957  1.3289  -0.8469  0.6039
O  1.2508  1.4449  -2.2117  -0.6841
C  1.0254  0.2126  -0.2152  -0.2215
C  0.7358  -0.9834  -0.9885  -0.4216
C  -0.7949  -1.0529  -1.4232  -0.2677
C  -1.5604  -1.0837  -0.3386  0.1591
N  -2.7757  -1.0151  0.3867  -0.6015
C  -1.4997  -1.1381  1.1082  -0.1096
C  -0.6897  0.1199  1.6234  -0.3992
C  0.8525  0.0450  1.2400  -0.4054
H  1.6215  2.5594  0.5567  0.4810
H  1.6411  2.2877  -2.4576  0.4919
H  0.9850  -1.9260  -0.3653  0.2112
H  1.2351  -1.0716  -2.0471  0.2361
H  -1.1218  -1.0713  -2.4608  0.2230
H  -3.3664  -0.1129  0.2906  0.3862
H  -1.2182  -2.0898  1.5544  0.1988
H  -0.8499  0.3344  2.6576  0.2057
H  -1.1654  0.7855  0.9189  0.2027
H  1.3263  0.8028  1.8633  0.2037
H  1.0735  -0.9352  1.4880  0.2095

#b
Density functional theory data (the ωB97M-V functional and the def2-TZVPD basis) for a single C8H11NO2 molecule.

Properties
**Gap between HOMO and LUMO**: 10.24 eV
**SMILES string**: O=C=NC[C@]12CCOC[C@H]1C2
**Charge**: 0
**LUMO level**: 0.6789 eV

Last column: natural (NBO) charge in e.
Geometry (Å):
O  -4.7530  -0.1353  0.0704  -0.5135
C  -3.7333  0.0139  -0.4632  0.8486
N  -2.8429  -0.1642  -1.2491  -0.5353
C  -1.5647  0.2985  -1.6895  -0.1957
C  -0.4397  0.1225  -0.6083  -0.0218
C  -0.2430  -1.3908  -0.2230  -0.4150
C  0.3673  -1.4140  1.1886  -0.0681
O  -0.1964  -0.4504  2.0380  -0.5196
C  0.2171  0.8574  1.7890  -0.0549
C  -0.1033  1.2214  0.2942  -0.2645
C  0.9724  0.7848  -0.6642  -0.4399
H  -1.5332  1.2860  -1.9040  0.1938
H  -1.2188  -0.2543  -2.4557  0.2021
H  0.3311  -1.8056  -0.9320  0.2005
H  -1.2847  -1.8844  -0.2164  0.2093
H  0.0356  -2.4594  1.6422  0.2007
H  1.3870  -1.2007  1.0373  0.1624
H  1.3800  1.1293  1.8657  0.1487
H  -0.2498  1.3120  2.5956  0.2039
H  -0.6418  2.2433  0.0398  0.2321
H  1.1278  1.4182  -1.5915  0.2138
H  1.7426  0.1087  -0.4486  0.2125

Most stable structure: #b

#a
Density functional theory data (the ωB97M-V functional and the def2-TZVPD basis) for 2 unconnected molecules or ions with the total composition CBrNO4.

Properties
**Gap between HOMO and LUMO (spin up / spin down)**: 8.45 / 8.37 eV
**SMILES string**: O=NOBr.O=C=O
**Charge**: 0
**LUMO level (spin up / spin down)**: -2.1660 / -2.1363 eV

Last column: natural (NBO) charge in e.
Geometry (Å):
O  -1.0111  -2.2350  -0.0313  -0.2190
N  -1.2409  -1.4186  -0.8468  0.5403
O  -1.8141  -0.3500  -0.9197  -0.2602
Br  -3.1125  0.8390  0.3290  -0.0607
O  2.0946  -0.0004  0.1418  -0.5318
C  2.3511  1.0704  0.5177  1.0223
O  2.7328  2.0946  0.8094  -0.4908

#b
Density functional theory data (the ωB97M-V functional and the def2-TZVPD basis) for 2 unconnected molecules or ions with the total composition CBrNO4.

Properties
**Gap between HOMO and LUMO (spin up / spin down)**: 8.49 / 8.45 eV
**SMILES string**: O=NOBr.O=C=O
**Charge**: 0
**LUMO level (spin up / spin down)**: -1.9576 / -2.0879 eV

Last column: natural (NBO) charge in e.
Geometry (Å):
O  0.3560  -1.3866  -1.3249  -0.2360
N  1.1764  -0.8043  -0.7661  0.5488
O  2.2361  -1.0087  -0.3445  -0.2158
Br  3.2954  -2.8715  -0.0666  -0.0960
O  -1.7882  1.7531  -0.0901  -0.5023
C  -1.4090  1.1146  0.7619  1.0146
O  -0.8848  0.5126  1.5644  -0.5132

Most stable structure: #a

#a
Density functional theory data (the ωB97M-V functional and the def2-TZVPD basis) for a single C5H8O4S molecule.

Properties
**Gap between HOMO and LUMO**: 10.53 eV
**Charge**: 0
**LUMO level**: 0.6004 eV

Last column: natural (NBO) charge in e.
Geometry (Å):
C  -0.7227  -0.9401  -0.0508  0.5429
C  0.7569  -1.0268  0.1655  -0.2138
C  -1.4017  0.4072  0.1739  -0.0741
C  -2.3769  0.7342  -0.9269  -0.6626
C  -1.2482  0.9403  1.3888  -0.3496
O  -1.3853  -1.8716  -0.4405  -0.5241
O  3.7960  0.0409  0.6233  -0.8990
O  2.6936  0.1123  -1.5075  -0.9704
O  1.3996  0.1840  0.5693  -0.7265
S  2.6201  0.7871  -0.2190  1.7911
H  1.0432  -1.7153  0.9445  0.2255
H  1.2214  -1.2035  -0.8504  0.2590
H  -2.7768  1.7023  -0.7785  0.2241
H  -3.1663  -0.0949  -1.0292  0.2502
H  -2.0171  0.4699  -1.9073  0.2341
H  -0.6526  0.4931  2.1429  0.2020
H  -1.8405  1.7119  1.6708  0.1916
H  4.0572  -0.7312  0.0311  0.4996

#b
Density functional theory data (the ωB97M-V functional and the def2-TZVPD basis) for a single C5H8O4S molecule.

Properties
**Gap between HOMO and LUMO**: 10.10 eV
**Charge**: 0
**LUMO level**: 0.5361 eV

Last column: natural (NBO) charge in e.
Geometry (Å):
C  0.5924  -0.1360  0.7574  0.5574
C  -0.4059  -1.0747  1.4098  -0.1947
C  0.5061  0.0152  -0.8411  -0.0527
C  1.2801  1.2130  -1.3483  -0.6483
C  -0.1591  -0.8724  -1.5866  -0.4050
O  1.3680  0.5501  1.3404  -0.5156
O  -1.7267  0.8767  3.2093  -0.9075
O  -1.0472  1.6598  0.9337  -0.9127
O  -1.7470  -0.7213  1.3732  -0.6769
S  -2.0886  0.8518  1.5484  1.7474
H  -0.2721  -1.9966  0.7884  0.2160
H  -0.1035  -1.2181  2.4985  0.2170
H  0.9578  1.4784  -2.2958  0.2174
H  2.2214  0.9721  -1.5442  0.2190
H  1.2249  1.9345  -0.5230  0.2450
H  -0.3783  -1.9335  -1.1992  0.1915
H  -0.1613  -0.9620  -2.7153  0.2096
H  -1.7051  1.7466  3.5542  0.4932

Most stable structure: #a